{"formula": "C16H30N2OP2STc", "method": "ωB97M-V/def2-TZVPD", "elements": ["Tc", "P", "P", "N", "H", "C", "H", "H", "H", "C", "H", "H", "H", "C", "H", "H", "H", "C", "H", "H", "H", "C", "H", "H", "H", "C", "H", "H", "H", "C", "C", "C", "C", "C", "C", "H", "H", "H", "H", "H", "C", "O", "C", "H", "H", "H", "C", "H", "H", "H", "S", "C", "N"], "coordinates": [[0.0020, 0.0061, 0.1729], [2.4783, -0.1259, 0.0032], [-2.4783, 0.1243, 0.3786], [-0.0419, 1.0786, -1.2953], [1.4255, -2.5341, 2.4384], [3.2389, -1.5997, -0.8232], [4.3433, -1.5466, -0.8478], [2.8630, -1.6685, -1.8522], [2.9404, -2.5107, -0.2870], [3.4156, -0.0729, 1.5935], [4.4948, -0.2506, 1.4398], [3.0195, -0.8369, 2.2745], [3.2743, 0.9108, 2.0567], [3.2129, 1.2728, -0.9507], [4.3111, 1.2801, -0.8774], [2.8081, 2.2134, -0.5569], [2.9137, 1.1827, -2.0021], [-3.5108, -1.2408, -0.3268], [-4.5939, -1.0474, -0.2195], [-3.2662, -2.1825, 0.1843], [-3.2728, -1.3562, -1.3917], [-3.1458, 0.2427, 2.0986], [-4.2493, 0.2485, 2.1115], [-2.7730, 1.1623, 2.5639], [-2.7835, -0.6123, 2.6840], [-3.1858, 1.6145, -0.4452], [-4.2631, 1.7188, -0.2423], [-3.0195, 1.5312, -1.5261], [-2.6513, 2.5000, -0.0811], [-0.0185, 1.8532, -2.3546], [0.0250, 2.1678, -4.7936], [-0.0032, 1.3258, -3.7090], [0.0004, 3.2958, -2.2246], [0.0291, 4.1085, -3.3331], [0.0418, 3.5639, -4.6283], [0.0347, 1.7420, -5.8010], [-0.0165, 0.2378, -3.7994], [-0.0091, 3.6808, -1.2009], [0.0424, 5.1922, -3.1987], [0.0646, 4.2235, -5.5041], [0.3594, -2.6261, 2.2163], [0.0345, -1.6409, 1.3042], [0.1329, -3.9239, 1.4120], [-0.2940, -4.6756, 2.0879], [1.0785, -4.3118, 1.0247], [-0.5575, -3.7680, 0.5823], [-0.4519, -2.5779, 3.4575], [-1.4112, -3.0818, 3.3621], [-0.7281, -1.5097, 3.7142], [0.1043, -2.9576, 4.3060], [0.0144, 0.0352, 5.0487], [0.0145, 0.0226, 3.4620], [0.0074, 0.1225, 2.2950]], "orbital_gap_ev": [7.30, 5.83], "spin_multiplicity": 4, "relative_energy_kj_mol": 0.0}


{"formula": "C16H30N7S2Sn", "method": "ωB97M-V/def2-TZVPD", "elements": ["Sn", "C", "C", "N", "C", "S", "N", "N", "C", "C", "C", "C", "C", "C", "C", "N", "H", "H", "H", "H", "H", "H", "H", "H", "H", "H", "H", "H", "H", "C", "C", "N", "C", "C", "S", "C", "C", "N", "H", "H", "H", "H", "H", "H", "H", "H", "H", "H", "H", "H", "H", "H", "N", "H", "H", "H"], "coordinates": [[0.5570, -0.6936, 0.0590], [-4.8437, 0.7673, 2.8808], [-3.4930, 1.4151, 3.1297], [-2.3896, 0.4332, 3.0619], [-1.8364, 0.0209, 1.9353], [-0.6910, -1.3332, 2.0782], [-2.1194, 0.6270, 0.7996], [-1.5015, 0.0764, -0.2894], [-2.0765, 0.0582, -1.4336], [-3.4427, 0.5782, -1.6938], [-1.2684, -0.5758, -2.5087], [-1.7423, -0.6960, -3.8009], [-0.9739, -1.3584, -4.7519], [0.2492, -1.8871, -4.3739], [0.6682, -1.7111, -3.0682], [-0.0620, -1.0680, -2.1497], [-5.6289, 1.5133, 2.9942], [-4.9087, 0.3563, 1.8731], [-5.0364, -0.0310, 3.5968], [-3.2828, 2.1989, 2.4055], [-3.4452, 1.8588, 4.1222], [-2.1647, -0.0750, 3.9045], [-3.9385, 0.8206, -0.7596], [-3.3867, 1.4864, -2.3009], [-4.0346, -0.1523, -2.2453], [-2.7046, -0.2824, -4.0649], [-1.3309, -1.4628, -5.7681], [0.8781, -2.4193, -5.0736], [1.6334, -2.0896, -2.7577], [1.4307, 1.6256, 1.9155], [2.6395, 0.7158, 2.0825], [2.3908, -0.6716, 1.6009], [3.6177, -1.3050, 1.0861], [4.1187, -0.6267, -0.1927], [2.7953, -0.0541, -1.3079], [2.7406, 1.7555, -1.0229], [1.3946, 2.2784, -0.5343], [0.7989, 1.5003, 0.5751], [0.6640, 1.3707, 2.6472], [1.7277, 2.6607, 2.0937], [3.4960, 1.1112, 1.5442], [2.9256, 0.6997, 3.1350], [2.0355, -1.2140, 2.3855], [4.4181, -1.2719, 1.8290], [3.4061, -2.3583, 0.9019], [4.7505, 0.2367, 0.0077], [4.7230, -1.3212, -0.7746], [3.5543, 2.0001, -0.3444], [2.9725, 2.2168, -1.9817], [1.5229, 3.3202, -0.2317], [0.6708, 2.2675, -1.3515], [-0.1720, 1.8032, 0.6764], [0.9247, -2.9833, -0.1229], [0.0432, -3.3750, -0.4603], [1.0769, -3.4177, 0.7880], [1.6498, -3.3388, -0.7444]], "charge": 3, "orbital_gap_ev": 7.56, "relative_energy_kj_mol": 0.0}


{"formula": "C16H31AsClF6MgO2SbSi3", "method": "ωB97M-V/def2-TZVPD", "elements": ["Mg", "Cl", "C", "C", "C", "C", "O", "C", "C", "O", "C", "H", "H", "H", "H", "C", "Si", "C", "C", "As", "Si", "C", "C", "C", "Si", "C", "C", "C", "H", "H", "H", "H", "H", "H", "H", "H", "H", "H", "H", "H", "H", "H", "H", "H", "H", "H", "H", "H", "H", "H", "H", "H", "H", "H", "H", "F", "Sb", "F", "F", "F", "F", "F"], "coordinates": [[-1.8089, 1.0721, -0.3526], [-5.0918, -3.3790, 4.2608], [-4.0885, -2.2653, 3.3981], [-3.2196, -1.4225, 4.1104], [-2.4053, -0.5334, 3.4590], [-2.4211, -0.4154, 2.0509], [-1.6270, 0.4349, 1.4715], [-3.3017, -1.2838, 1.3387], [-3.3642, -1.3336, -0.0844], [-2.7214, -0.6419, -0.8981], [-4.1237, -2.2008, 2.0367], [-3.1990, -1.4834, 5.1906], [-1.7463, 0.1193, 4.0161], [-4.0368, -2.0916, -0.5040], [-4.7859, -2.8511, 1.4789], [0.8533, 1.0277, -3.8544], [1.9025, 1.3232, -2.3479], [1.9787, 3.1004, -1.8064], [3.6022, 0.5603, -2.5133], [0.9917, 0.0400, -0.4990], [1.8084, 0.6802, 1.6842], [1.4611, -0.7471, 2.8267], [0.9636, 2.2692, 2.1506], [3.6422, 0.9120, 1.4009], [0.7345, -2.3282, -0.8702], [-0.2286, -3.0245, 0.5635], [2.4939, -2.9623, -0.8954], [-0.1286, -2.5030, -2.5107], [1.2007, 1.7016, -4.6424], [-0.2026, 1.2376, -3.6872], [0.9565, 0.0078, -4.2262], [2.5775, 3.6480, -2.5398], [2.4656, 3.2212, -0.8375], [0.9971, 3.5692, -1.7660], [4.0820, 1.0587, -3.3620], [3.5750, -0.5055, -2.7398], [4.2331, 0.7196, -1.6395], [0.4079, -1.0242, 2.8344], [1.7353, -0.4462, 3.8417], [2.0638, -1.6210, 2.5743], [-0.1005, 2.1212, 2.3239], [1.0948, 3.0492, 1.4002], [1.4169, 2.6249, 3.0805], [4.1374, 0.0225, 1.0090], [4.0967, 1.1346, 2.3711], [3.8640, 1.7537, 0.7434], [0.4106, -3.1767, 1.4334], [-0.6250, -4.0003, 0.2708], [-1.0707, -2.4014, 0.8676], [3.0731, -2.6582, -0.0224], [3.0367, -2.6693, -1.7938], [2.4474, -4.0555, -0.8838], [-1.0712, -1.9526, -2.5532], [-0.3552, -3.5606, -2.6697], [0.5075, -2.1796, -3.3354], [-1.0751, 3.0113, -0.3377], [-2.5107, 3.6445, -1.5493], [-3.9572, 3.7696, -2.6914], [-1.9776, 1.8731, -2.2495], [-3.4237, 2.3985, -0.3584], [-1.2713, 4.4787, -2.6513], [-2.8725, 5.1332, -0.5154]], "charge": 1, "orbital_gap_ev": [7.82, 4.87], "spin_multiplicity": 2, "relative_energy_kj_mol": 0.0}


{"formula": "C16H31HoN2S", "method": "ωB97M-V/def2-TZVPD", "elements": ["C", "H", "H", "H", "C", "H", "H", "C", "H", "H", "H", "C", "C", "C", "C", "C", "C", "C", "C", "C", "C", "Ho", "H", "H", "H", "H", "H", "H", "H", "H", "H", "H", "H", "H", "H", "H", "H", "C", "N", "C", "S", "N", "C", "H", "H", "H", "H", "H", "H", "H", "H"], "coordinates": [[1.7548, 2.8174, 0.8130], [1.3982, 3.3914, 1.6753], [2.6985, 3.1709, 0.3569], [2.6933, 1.7818, 1.7253], [0.6545, 2.5467, -0.2169], [1.0154, 1.6867, -0.8437], [-0.2855, 2.2330, 0.2883], [0.3010, 3.6747, -1.2081], [-0.7832, 3.7147, -1.3765], [0.6050, 4.6961, -0.8808], [0.7667, 3.5109, -2.1964], [-1.2165, -2.5477, -1.8821], [-1.6136, -1.4773, -2.7541], [-0.4643, -0.6511, -3.0269], [0.6473, -1.2018, -2.3083], [0.1892, -2.3706, -1.5983], [0.8940, -3.0868, -0.4952], [1.9914, -0.5565, -2.2017], [-0.4819, 0.6105, -3.8127], [-3.0315, -1.1237, -3.0124], [-2.1667, -3.4837, -1.2096], [-0.9664, -0.5725, -0.7483], [2.5284, -0.8568, -1.2888], [2.6481, -0.8093, -3.0514], [1.9030, 0.5441, -2.2135], [1.8646, -2.6217, -0.2548], [0.2757, -3.1542, 0.4310], [1.0842, -4.1250, -0.8216], [-3.1579, -3.0325, -1.0450], [-2.3544, -4.3641, -1.8346], [-1.7902, -3.8681, -0.2512], [-3.1214, -0.5193, -3.9347], [-3.6456, -2.0316, -3.1473], [-3.5104, -0.5472, -2.1687], [0.0324, 1.4418, -3.3120], [0.0203, 0.4626, -4.7740], [-1.5106, 0.9139, -4.0202], [0.0300, 1.7571, 5.0244], [0.9413, 1.6253, 3.8811], [0.9275, 0.6481, 2.9804], [1.9006, 0.6244, 1.5058], [0.1226, -0.4363, 3.0846], [-0.2103, -1.1431, 4.3337], [-1.0067, 1.5709, 4.7194], [0.1352, 2.7834, 5.3910], [0.3198, 1.0579, 5.8237], [1.6038, 2.3768, 3.6926], [0.2630, -1.0555, 2.2730], [-1.0961, -0.6860, 4.7912], [-0.4279, -2.1804, 4.0484], [0.6314, -1.1383, 5.0507]], "charge": 2, "orbital_gap_ev": [6.91, 5.98], "spin_multiplicity": 5}